[1]
Here is a molecular structure, C26H40AsFeN2 at a distorted geometry from OMol25. Energies are from the ωB97M-V functional and the def2-TZVPD basis.

The geometry in XYZ format:
```
70
Properties=species:S:1:pos:R:3
Fe 0.4726 -0.0108 0.5667
C -0.6248 1.3942 3.2850
C 0.0511 0.3004 4.0648
C 0.3621 0.4979 5.4178
C 1.0068 -0.4980 6.1480
C 1.3603 -1.6961 5.5319
C 1.0679 -1.9132 4.1772
C 1.4796 -3.2078 3.5326
C 0.3762 -0.9238 3.4476
N 0.0699 -1.1299 2.0928
C -1.0211 -1.7474 1.7688
C -2.0889 -2.2752 2.6839
C -1.1924 -1.9780 0.2898
C -1.7394 -3.3067 -0.1482
N -0.8633 -0.9697 -0.4529
C -1.0391 -1.0440 -1.8439
C -2.2770 -0.6979 -2.4240
C -3.4388 -0.2596 -1.5760
C -2.4382 -0.7882 -3.8147
C -1.3746 -1.1765 -4.6260
C -0.1379 -1.4755 -4.0588
C 0.0444 -1.4029 -2.6703
C 1.3914 -1.7081 -2.0758
H -0.7230 2.3079 3.8808
H -1.6297 1.0812 2.9849
H -0.0397 1.6467 2.3945
H 0.1110 1.4357 5.9077
H 1.2479 -0.3339 7.1952
H 1.8791 -2.4566 6.1109
H 2.2276 -3.7325 4.1367
H 1.9315 -3.0290 2.5514
H 0.6128 -3.8657 3.4182
H -2.1548 -1.6920 3.6047
H -1.8696 -3.3164 2.9343
H -3.0627 -2.2241 2.1886
H -1.4037 -4.0913 0.5359
H -1.3979 -3.5727 -1.1505
H -2.8319 -3.2693 -0.1402
H -3.1158 0.4439 -0.8018
H -3.9099 -1.1270 -1.1038
H -4.1960 0.2558 -2.1768
H -3.3923 -0.5417 -4.2745
H -1.5056 -1.2314 -5.7037
H 0.6883 -1.7568 -4.7074
H 2.1422 -1.8808 -2.8541
H 1.3382 -2.6095 -1.4574
H 1.7397 -0.8674 -1.4669
C -0.0094 1.7106 -4.1354
C 1.2558 1.9669 -3.3299
As 0.9863 1.4429 -1.4381
C 2.7753 1.9236 -0.6908
C 3.4407 3.1905 -1.2139
C -0.2849 2.8604 -0.8258
C -0.0335 4.2873 -1.2938
H 0.1634 1.9800 -5.1989
H -0.8482 2.3220 -3.7438
H -0.2853 0.6359 -4.0792
H 1.5430 3.0335 -3.4136
H 2.0786 1.3476 -3.7476
H 3.4459 1.0788 -0.9573
H 2.7007 1.9608 0.4168
H 3.5670 3.1461 -2.3139
H 4.4502 3.2737 -0.7604
H 2.8890 4.0955 -0.9288
H -0.3323 2.8340 0.2826
H -1.2809 2.5607 -1.2138
H 0.8927 4.6959 -0.8706
H -0.8627 4.9309 -0.9314
H -0.0188 4.3483 -2.4005
H 1.6344 0.8178 1.4653
```

M: 511.39 g mol⁻¹
Charge: +1
E_tot: -125809.183 eV
Multiplicity: 5
Gap between HOMO and LUMO (spin up / spin down): 0.225 / 0.275 Ha
E_HOMO (spin up / spin down): -9.98 / -11.47 eV
Expectation value of S²: 6.030



[2]
Here is 8 unconnected molecules or ions with the total composition C26H40BCl6N4O8 at a distorted geometry from OMol25. Energies are from the ωB97M-V functional and the def2-TZVPD basis.

The geometry in XYZ format:
```
85
Properties=species:S:1:pos:R:3
O 24.8008 9.0219 19.0313
C 25.4294 8.4129 19.8410
O 25.6900 8.7667 21.0684
B 26.4818 7.6710 21.7416
O 26.6525 6.6135 20.6814
C 26.0268 7.0116 19.5683
O 25.8254 6.4141 18.5512
O 25.7414 7.0664 22.8482
C 26.5084 7.1270 23.9964
O 26.2994 6.6388 25.0880
C 27.7356 7.9268 23.6393
O 27.7985 8.1066 22.3024
O 28.6564 8.1977 24.3990
C 27.2263 2.2645 16.9654
C 26.7294 3.3959 17.9372
C 25.9003 3.0047 19.0918
C 24.5958 2.3894 18.6112
N 23.6557 1.9152 18.2333
H 26.4472 1.8982 16.2969
H 27.5760 1.4138 17.5502
H 28.0592 2.7418 16.4490
H 26.4494 4.2403 17.3073
H 27.6106 3.8479 18.3924
H 25.5220 3.9129 19.5609
H 26.4160 2.3100 19.7548
C 22.2964 12.0110 21.4590
C 23.6473 11.5722 20.8834
C 24.4469 12.7969 20.3434
C 24.7931 13.8401 21.2561
N 24.9960 14.7146 22.0104
H 21.6166 12.3267 20.6676
H 22.4829 12.7648 22.2239
H 21.8002 11.1866 21.9711
H 23.4314 10.7942 20.1512
H 24.2158 11.0533 21.6552
H 23.9086 13.4228 19.6317
H 25.3606 12.4523 19.8592
C 25.2051 2.7594 23.1354
C 24.6829 3.9201 23.9688
C 24.6728 3.7363 25.4584
C 25.9264 3.1013 25.8836
N 26.9118 2.5508 26.1534
H 25.2647 3.1458 22.1180
H 24.6085 1.8473 23.1218
H 26.2158 2.4686 23.4221
H 23.7532 4.3827 23.6372
H 25.4457 4.6552 23.7121
H 23.8342 3.1042 25.7505
H 24.5075 4.6634 26.0073
C 21.9084 4.4539 20.9544
C 22.7144 5.5714 20.4751
C 22.0569 6.9998 20.7494
C 22.1842 7.3580 22.1443
N 22.3060 7.6584 23.2632
H 21.5382 4.5860 21.9711
H 22.4932 3.5497 21.1233
H 20.9835 4.2983 20.3990
H 22.7529 5.4952 19.3884
H 23.7422 5.5064 20.8322
H 20.9853 7.1313 20.5992
H 22.4676 7.7841 20.1135
Cl 24.2310 5.7282 14.9815
C 23.8871 7.3024 15.7534
C 25.0562 8.2259 15.4207
Cl 25.0931 8.8399 13.6836
H 23.6857 7.1904 16.8188
H 22.9400 7.6758 15.3640
H 25.9812 7.7533 15.7511
H 25.1404 9.0618 16.1153
Cl 26.7980 8.9250 29.2610
C 27.9847 8.4728 27.9110
C 28.7428 7.1666 28.2956
Cl 29.9356 7.2062 29.6705
H 28.6187 9.3509 27.7886
H 27.3968 8.3346 27.0036
H 29.2386 6.8449 27.3797
H 28.0652 6.3143 28.3451
Cl 30.6569 3.7590 24.7752
C 30.1063 5.3625 25.1911
C 31.3994 6.0727 25.6107
Cl 32.6092 6.5099 24.3108
H 29.4100 5.2492 26.0220
H 29.4828 5.7434 24.3823
H 32.0098 5.5983 26.3791
H 31.0819 6.9792 26.1260
```

M: 760.16 g mol⁻¹
E_tot: -125760.886 eV
Multiplicity: 2
Gap between HOMO and LUMO (spin up / spin down): 0.246 / 0.096 Ha
E_HOMO (spin up / spin down): -10.60 / -10.60 eV
Expectation value of S²: 0.759



[3]
Here is a molecular structure, C26H40BN7SSiV at a distorted geometry from OMol25. Energies are from the ωB97M-V functional and the def2-TZVPD basis.

The geometry in XYZ format:
```
77
Properties=species:S:1:pos:R:3
V -0.5834 0.4815 0.3222
C 1.5603 -0.8731 3.4583
C 2.0494 0.4481 2.8578
C 3.3220 0.9215 3.5535
C 0.9655 1.4866 2.9291
C 0.7900 2.4894 3.8909
C -0.4197 3.0741 3.5729
N -0.8992 2.4886 2.4731
N -0.0460 1.5103 2.0579
B -2.2323 2.7396 1.7264
N -1.9355 3.1394 0.2566
C -2.3610 4.1833 -0.4563
C -1.9217 4.0343 -1.7583
C -1.2183 2.8240 -1.7618
N -1.2177 2.2975 -0.5325
C -0.5784 2.1103 -2.9220
C -1.2244 0.7455 -3.1628
C -0.6298 2.9606 -4.1863
N -3.0713 1.4348 1.7225
C -4.2847 1.2112 2.2312
C -4.6320 -0.1014 1.9818
C -3.5381 -0.6322 1.2868
N -2.5944 0.2992 1.1351
C -3.3727 -2.0122 0.7177
C -3.5438 -1.9952 -0.8027
C -4.3387 -3.0032 1.3583
H 2.3084 -1.6568 3.3205
H 0.6371 -1.2103 2.9884
H 1.3851 -0.7533 4.5312
H 2.2844 0.2757 1.8061
H 3.1590 1.0493 4.6265
H 3.6788 1.8707 3.1501
H 4.1130 0.1797 3.4305
H 1.4382 2.7340 4.7141
H -0.9688 3.8731 4.0440
H -2.8469 3.6212 2.2731
H -2.9485 4.9572 0.0106
H -2.0916 4.7017 -2.5853
H 0.4719 1.9386 -2.6758
H -2.2841 0.8604 -3.4045
H -1.1526 0.0832 -2.2966
H -0.7350 0.2308 -3.9920
H -1.6627 3.1317 -4.5001
H -0.1164 2.4519 -5.0036
H -0.1546 3.9324 -4.0429
H -4.8130 2.0028 2.7383
H -5.5415 -0.6027 2.2635
H -2.3552 -2.3417 0.9420
H -4.5748 -1.7408 -1.0640
H -3.3112 -2.9735 -1.2281
H -2.8842 -1.2650 -1.2716
H -5.3751 -2.7534 1.1177
H -4.2374 -3.0234 2.4443
H -4.1488 -4.0093 0.9811
C 3.5794 -3.1941 -3.5050
Si 3.0889 -3.1707 -1.7097
C 4.5659 -3.5933 -0.6619
C 1.7613 -4.4256 -1.4371
C 2.6387 -1.3853 -1.3101
C 3.6045 -0.4416 -1.6417
C 3.4345 0.9192 -1.3991
C 2.2490 1.3088 -0.8213
N 1.3021 0.4307 -0.4886
C 1.4692 -0.8989 -0.6981
S 0.0923 -1.8270 -0.1015
H 3.9171 -4.1951 -3.7885
H 4.3886 -2.4942 -3.7258
H 2.7274 -2.9327 -4.1382
H 4.9276 -4.5991 -0.8939
H 4.3015 -3.5646 0.3987
H 5.3898 -2.8929 -0.8211
H 2.1611 -5.3888 -1.7701
H 0.8595 -4.2012 -2.0095
H 1.4764 -4.5025 -0.3872
H 4.5306 -0.7705 -2.1045
H 4.1928 1.6461 -1.6523
H 2.0242 2.3467 -0.6004
```

M: 572.56 g mol⁻¹
E_tot: -83125.783 eV
Multiplicity: 4
Gap between HOMO and LUMO (spin up / spin down): 0.277 / 0.310 Ha
E_HOMO (spin up / spin down): -6.89 / -7.87 eV
Expectation value of S²: 3.761